1.
Entry from the Open Molecules 2025 dataset: 8 unconnected molecules or ions with the total composition C49H55FN2O4S (the ωB97M-V functional and the def2-TZVPD basis).

XYZ file:
```
112
Properties=species:S:1:pos:R:3
C 1.961 2.151 -1.938
C 2.355 1.449 -0.634
C 2.042 -0.025 -0.698
O 0.932 -0.471 -0.760
O 3.134 -0.867 -0.676
C 3.650 -1.154 -1.978
C 4.779 -2.168 -1.818
N 6.102 -1.781 -2.339
C 6.123 -1.534 -3.793
C 6.009 -2.847 -4.536
N 7.045 -3.533 -4.725
S 6.946 -0.731 -1.424
O 8.130 -0.355 -2.099
O 6.920 -1.161 -0.079
F 6.023 0.562 -1.459
H 0.930 1.935 -2.219
H 2.586 1.816 -2.770
H 2.117 3.224 -1.834
H 3.423 1.579 -0.455
H 1.821 1.879 0.215
H 2.844 -1.581 -2.585
H 3.980 -0.232 -2.465
H 4.897 -2.396 -0.760
H 4.523 -3.107 -2.309
H 5.323 -0.849 -4.090
H 7.078 -1.089 -4.056
H 5.021 -3.161 -4.886
H 6.828 -4.396 -5.223
C -0.788 6.737 -1.513
C -0.607 5.432 -1.077
C 0.399 5.136 -0.167
C 1.218 6.147 0.315
C 1.035 7.453 -0.118
C 0.034 7.748 -1.034
H -1.571 6.966 -2.224
H -1.249 4.642 -1.450
H 0.540 4.117 0.168
H 1.998 5.917 1.031
H 1.673 8.242 0.259
H -0.106 8.766 -1.373
C -0.134 2.102 4.488
C 0.033 1.684 3.174
C -0.621 2.349 2.148
C -1.430 3.441 2.431
C -1.591 3.868 3.741
C -0.945 3.194 4.770
H 0.371 1.576 5.290
H 0.666 0.833 2.953
H -0.503 2.012 1.124
H -1.933 3.957 1.623
H -2.217 4.723 3.960
H -1.073 3.521 5.794
C -1.962 1.832 -4.065
C -3.285 1.672 -4.455
C -3.999 2.757 -4.946
C -3.391 4.001 -5.049
C -2.068 4.159 -4.661
C -1.354 3.075 -4.168
H -1.406 0.986 -3.679
H -3.760 0.703 -4.377
H -5.032 2.633 -5.245
H -3.949 4.846 -5.429
H -1.592 5.129 -4.739
H -0.323 3.201 -3.862
C 1.582 -2.871 6.241
C 2.409 -3.267 5.199
C 2.153 -2.834 3.906
C 1.073 -1.999 3.656
C 0.247 -1.598 4.699
C 0.499 -2.040 5.991
H 1.780 -3.214 7.249
H 3.254 -3.915 5.395
H 2.795 -3.146 3.092
H 0.874 -1.660 2.647
H -0.594 -0.945 4.506
H -0.153 -1.737 6.800
C 1.505 -4.878 -3.129
C 1.969 -5.661 -4.177
C 1.707 -5.291 -5.489
C 0.984 -4.135 -5.754
C 0.521 -3.351 -4.705
C 0.778 -3.724 -3.393
H 1.707 -5.166 -2.105
H 2.533 -6.562 -3.971
H 2.062 -5.906 -6.306
H 0.780 -3.847 -6.777
H -0.040 -2.448 -4.911
H 0.418 -3.111 -2.575
C -3.401 -0.860 7.298
C -4.326 -1.866 7.544
C -5.004 -2.460 6.488
C -4.754 -2.050 5.185
C -3.834 -1.041 4.939
C -3.160 -0.447 5.995
H -2.871 -0.398 8.121
H -4.517 -2.190 8.559
H -5.725 -3.244 6.680
H -5.280 -2.513 4.359
H -3.639 -0.719 3.924
H -2.443 0.341 5.797
C -6.121 -2.831 1.218
C -4.776 -2.492 1.257
C -4.194 -1.826 0.187
C -4.961 -1.495 -0.922
C -6.307 -1.834 -0.961
C -6.886 -2.503 0.107
H -6.574 -3.351 2.052
H -4.177 -2.745 2.123
H -3.144 -1.564 0.217
H -4.509 -0.973 -1.755
H -6.905 -1.575 -1.826
H -7.935 -2.769 0.075
```

Computed properties:
HOMO level = -9.24 eV
Charge = 0
E_tot = -2808.63693 Eh
Molar mass = 787.05 u

Atomic partial charges in e from the Mulliken method, atoms 1 to 5: C -1.165; C 0.006; C 0.271; O -0.515; O -0.292

=====

2.
Entry from the Open Molecules 2025 dataset: 2 unconnected molecules or ions with the total composition C12H27N3O4 in a non-equilibrium geometry (the ωB97M-V functional and the def2-TZVPD basis).

XYZ file:
```
46
Properties=species:S:1:pos:R:3
C -2.665 -1.144 0.451
C -1.882 -2.278 -0.198
C -2.636 0.087 -0.470
C -3.374 1.310 0.087
C -4.837 1.001 0.403
C -3.266 2.470 -0.904
C 2.794 -2.040 0.198
C 1.720 -3.114 0.315
C 2.137 -0.694 -0.150
C 3.121 0.471 -0.076
C 2.494 1.794 -0.511
C 3.438 2.984 -0.358
H -2.219 -1.640 2.368
H -1.184 -0.591 1.708
H -3.703 -1.487 0.539
H -1.586 0.358 -0.658
H -3.065 -0.194 -1.441
H -2.881 1.598 1.023
H -5.356 0.606 -0.480
H -4.927 0.269 1.213
H -5.366 1.908 0.722
H -3.768 2.225 -1.849
H -2.221 2.709 -1.131
H -3.736 3.374 -0.502
H -1.880 -3.420 -1.677
H 4.327 -3.200 -0.458
H 3.346 -2.680 -1.632
H 3.268 -1.942 1.184
H 1.295 -0.521 0.532
H 1.716 -0.769 -1.164
H 3.988 0.244 -0.707
H 3.495 0.577 0.948
H 1.582 1.984 0.074
H 2.174 1.728 -1.561
H 2.984 3.869 -0.835
H 4.368 2.775 -0.900
H 2.963 3.524 1.549
H 4.484 3.926 1.128
H 0.265 -3.651 1.356
N -2.175 -0.815 1.776
N 3.813 -2.382 -0.778
N 3.783 3.194 1.048
O -0.853 -2.745 0.230
O -2.458 -2.716 -1.335
O 1.562 -4.025 -0.465
O 0.925 -2.937 1.388
```

Computed properties:
HOMO level = -9.25 eV
Charge = 0
E_tot = -938.69684 Eh
Molar mass = 277.37 u

Atomic partial charges in e from the Mulliken method, atoms 1 to 5: C 0.409; C -0.045; C -1.184; C 0.953; C -1.472

=====

3.
Entry from the Open Molecules 2025 dataset: 2 unconnected molecules or ions with the total composition C4H11N2O2 in a non-equilibrium geometry (the ωB97M-V functional and the def2-TZVPD basis).

XYZ file:
```
19
Properties=species:S:1:pos:R:3
C 2.150 0.404 -0.233
C -1.267 -0.075 -1.177
C -1.858 0.761 0.992
C 0.293 -0.262 0.675
N 2.957 -0.598 -0.403
N -0.753 0.635 0.015
O 2.064 1.568 -0.468
O -0.038 -1.573 0.643
H -0.496 -0.362 -1.868
H -1.815 -0.929 -0.897
H -1.896 0.651 -1.775
H -1.655 1.480 1.801
H -2.893 0.959 0.619
H -2.080 -0.116 1.422
H 0.543 0.091 1.702
H 2.688 -1.521 0.075
H 4.003 -0.483 -0.626
H -0.471 1.477 -0.455
H 0.524 -2.107 -0.044
```

Computed properties:
HOMO level = -13.08 eV
Charge = +1
E_tot = -418.66234 Eh
Molar mass = 119.14 u

Atomic partial charges in e from the Mulliken method, atoms 1 to 5: C 0.628; C -1.064; C -0.965; C -0.455; N -0.347

=====

Number 1: LUMO energy 0.01353 Ha, orbital gap 9.60 eV. Number 2: LUMO energy 0.02174 Ha, orbital gap 9.85 eV. Number 3: LUMO energy -0.11903 Ha, orbital gap 9.84 eV.